No. 1
Density functional theory data (the ωB97M-V functional and the def2-TZVPD basis) for an isolated molecule of C19H18N4O2S.

Positions of all 44 atoms, in Å:
S: -2.69 -1.75 0.60
O: 4.22 -2.02 0.42
O: 5.47 -0.87 -1.00
N: 1.68 -1.94 0.96
N: -0.42 -2.54 1.85
N: 1.95 -0.80 -1.04
N: 0.23 2.95 -0.72
C: 3.07 0.89 0.40
C: 1.54 2.54 -0.80
C: -0.27 -1.32 -0.24
C: 0.62 1.55 0.98
C: -1.67 2.42 0.82
C: -3.62 -0.33 -1.63
C: -0.36 2.35 0.35
C: 3.22 -0.13 -0.76
C: 1.82 1.68 0.22
C: -2.44 -0.84 -0.87
C: -1.13 -0.71 -1.19
C: -1.99 1.68 1.93
C: -4.45 -1.48 -2.21
C: 0.27 0.83 2.13
C: -1.03 0.90 2.59
C: 4.41 -1.07 -0.46
C: -0.98 -1.93 0.81
C: 1.14 -1.35 -0.10
C: 0.89 -2.51 1.86
H: -1.32 0.34 3.46
H: -0.79 -0.19 -2.06
H: -2.40 3.03 0.32
H: 3.26 -2.05 0.75
H: -3.00 1.70 2.31
H: 1.44 -0.37 -1.80
H: -5.31 -1.08 -2.75
H: 3.96 1.53 0.40
H: 3.49 0.41 -1.67
H: 2.18 2.91 -1.58
H: -3.85 -2.08 -2.89
H: 3.03 0.36 1.36
H: 1.38 -2.99 2.70
H: -4.24 0.26 -0.96
H: 1.00 0.23 2.65
H: -0.21 3.62 -1.33
H: -4.81 -2.12 -1.41
H: -3.27 0.31 -2.43

## Properties
LUMO energy, eV: 0.3
Relative energy (zero: lowest compared OMol25 entry of this formula, charge and spin), eV: 0.000
DFT total energy, eV: -40887.7243
SMILES: CCc1cc2c(N[C@@H](Cc3c[nH]c4ccccc34)C(=O)O)ncnc2s1
Gap between HOMO and LUMO, eV: 8.528
Total charge: 0


No. 2
Density functional theory data (the ωB97M-V functional and the def2-TZVPD basis) for a cluster of 5 separate species, H10O5 in total at a distorted geometry.

Positions of all 15 atoms, in Å:
O: -1.78 1.63 -0.08
O: 0.59 1.69 -1.09
O: 0.78 -0.77 -1.52
O: -1.30 -1.05 1.42
O: 1.43 -1.20 1.18
H: 1.08 -1.41 -2.17
H: -1.73 -0.24 1.11
H: -1.24 -1.03 2.38
H: 0.73 0.69 -1.20
H: 0.49 -1.41 1.29
H: 0.82 2.08 -1.96
H: 0.94 -1.16 -0.64
H: 1.74 -0.92 2.04
H: -1.67 1.19 -0.94
H: -0.88 1.89 0.20

## Properties
LUMO energy (spin up / spin down), eV: -3.9 / -11.1
Relative energy (zero: lowest compared OMol25 entry of this formula, charge and spin), eV: 0.649
DFT total energy, eV: -10389.1749
⟨S²⟩: 0.758
2S+1: 2
Gap between HOMO and LUMO (spin up / spin down), eV: 11.487 / 4.283
Total charge: +1


No. 3
Density functional theory data (the ωB97M-V functional and the def2-TZVPD basis) for a structure of composition C17H34O2P2W at a distorted geometry.

Positions of all 56 atoms, in Å:
W: 0.76 -2.48 -2.16
P: 2.70 -3.57 -1.65
P: 2.06 -1.11 -4.29
O: -0.40 -0.80 0.55
O: 1.84 -0.94 0.26
C: 2.21 -5.35 -1.62
C: 4.67 -1.32 1.00
C: 4.65 -4.05 -1.43
C: 3.70 -0.18 -4.97
C: 2.98 -3.56 -3.45
C: 2.00 1.34 -2.24
C: 3.73 -3.58 1.71
C: 1.11 0.49 -4.61
C: -1.21 -1.11 -1.91
C: 2.38 2.11 -3.29
C: 3.58 -2.18 -3.67
C: 0.70 -1.27 -0.15
C: 1.80 1.75 -4.62
C: -0.17 0.01 1.73
C: 2.30 -3.48 1.85
C: 4.70 -2.52 1.65
C: 2.15 -2.04 -6.00
H: -0.72 0.93 1.54
H: 0.08 0.34 -4.83
H: 0.90 0.20 1.92
H: 3.03 -5.92 -2.08
H: 1.28 -5.51 -2.17
H: 0.93 1.27 -1.98
H: 5.30 -3.16 -1.42
H: -0.61 -0.52 2.57
H: 1.71 -3.13 0.98
H: 4.82 -4.63 -0.52
H: -1.16 -0.18 -1.30
H: 0.68 -1.06 -2.84
H: 3.94 -1.65 -2.76
H: 4.32 0.17 -4.14
H: 4.12 -4.56 1.91
H: 2.08 -3.79 -4.05
H: 1.88 -3.11 -5.94
H: 3.47 0.70 -5.58
H: 3.95 -1.11 0.21
H: 1.47 -1.57 -6.72
H: 4.48 -2.28 -4.30
H: 2.11 -5.65 -0.57
H: 3.15 -2.01 -6.49
H: 2.58 0.90 -1.45
H: -1.66 -0.72 -2.85
H: 1.82 -3.76 2.77
H: 5.35 -0.54 1.32
H: 3.22 2.92 -3.19
H: 4.98 -4.66 -2.29
H: 3.73 -4.34 -3.71
H: -2.06 -1.65 -1.43
H: 5.59 -2.67 2.28
H: 4.35 -0.80 -5.61
H: 1.96 2.39 -5.50

## Properties
LUMO energy (spin up / spin down), eV: -8.7 / -8.9
Relative energy (zero: lowest compared OMol25 entry of this formula, charge and spin), eV: 9.272
DFT total energy, eV: -42643.4136
⟨S²⟩: 2.130
2S+1: 3
Gap between HOMO and LUMO (spin up / spin down), eV: 4.045 / 3.848
Total charge: +2


Q: The highest DFT total energy belongs to which entry?
A: H10O5